Below is a single C5H13NO2 molecule, with properties calculated with ωB97M-V/def2-TZVPD.

Properties
Total charge   0
HOMO energy   -0.303 hartree
LUMO   0.815 eV
HOMO-LUMO gap   9.1 eV
SMILES string   OCCCNCCO
Energy above the lowest of the compared OMol25 structures with the same formula, charge and spin   478.1 kJ/mol

Each line ends with the Löwdin charge.
Cartesian coordinates (Å):
H: -1.2552 3.8525 -0.4688  0.121
C: 0.6774 -0.1518 -0.0347  -0.270
H: -2.4875 1.5357 0.2116  0.167
C: 0.4168 -1.5347 -0.6988  -0.186
H: -1.5785 2.6425 1.7996  0.115
C: -1.2411 1.4181 0.0180  -0.161
H: 0.1437 2.5270 1.4685  0.089
H: -0.8949 1.6915 -1.0053  0.115
H: 1.2093 0.4389 -0.8009  0.119
N: -0.5079 0.2807 0.5601  -0.122
C: -0.7820 2.5812 1.0121  -0.334
H: 0.6313 -1.4164 -1.6785  0.056
O: 0.9413 -3.8675 -0.9027  -0.153
H: 2.3538 -2.5785 -0.2378  0.113
H: 1.5539 0.0005 0.6247  0.126
H: 0.5832 -3.6933 -1.8279  0.103
H: -0.7425 -1.9176 -0.6411  0.179
H: 0.8914 -3.1841 0.8291  0.162
C: 1.2567 -2.6522 -0.1856  -0.286
H: -0.4514 0.2623 1.5863  0.129
O: -0.7179 3.7654 0.3719  -0.085

Below is C5H13NO2 as an isolated structure, with properties calculated with ωB97M-V/def2-TZVPD.

Properties
Total charge   0
HOMO energy   -0.290 hartree
LUMO   0.528 eV
HOMO-LUMO gap   8.4 eV
Energy above the lowest of the compared OMol25 structures with the same formula, charge and spin   287.9 kJ/mol

Each line ends with the Löwdin charge.
Cartesian coordinates (Å):
C: 1.6249 -1.0768 0.9324  -0.062
H: -3.1777 0.0098 1.7434  0.063
C: 0.9369 0.0609 0.1988  -0.364
H: -3.6386 -0.1775 0.0545  0.065
O: 0.1314 -1.5054 -1.3777  0.103
H: -0.8415 0.5735 -2.4129  0.114
H: -0.4669 -1.5386 -2.1345  0.124
C: -2.8068 -0.3231 0.7607  -0.240
H: 1.1334 -2.0284 0.7471  0.072
H: 2.5342 1.5047 -0.2042  0.084
H: 0.1346 1.6677 -1.6574  0.096
H: 1.9082 1.5118 1.4393  0.079
O: -1.7020 0.4164 0.3467  -0.282
N: 0.0688 0.7184 -1.9936  0.166
C: 0.4496 -0.2297 -1.0823  -0.402
H: 1.6046 -0.8866 2.0064  0.078
H: -0.5378 0.2481 0.6513  0.152
H: 2.6720 -1.1751 0.6363  0.082
H: -2.6108 -1.4069 0.8052  0.066
H: 0.9590 2.2330 0.1473  0.072
C: 1.6246 1.4037 0.3933  -0.067

Below is a 3-piece molecular cluster, C5H13NO2 overall, with properties calculated with ωB97M-V/def2-TZVPD.

Properties
Total charge   0
HOMO energy   -0.325 hartree
LUMO   0.662 eV
HOMO-LUMO gap   9.5 eV
SMILES string   C=C/C(N)=C/C.O.O
Energy above the lowest of the compared OMol25 structures with the same formula, charge and spin   261.4 kJ/mol

Each line ends with the Löwdin charge.
Cartesian coordinates (Å):
H: 2.1850 1.7369 -1.3066  0.065
H: 2.0578 -1.2946 0.2558  0.091
C: -1.5097 -0.8788 2.5027  0.014
H: -2.3132 -0.3330 3.0736  0.077
H: -1.1118 -1.6454 3.0743  0.033
C: -0.0604 -1.2284 0.5379  -0.373
C: -1.0723 -0.5044 1.3029  -0.165
C: -0.3852 -2.1675 -0.3483  -0.131
O: 1.2339 1.9502 -1.0773  -0.092
H: 1.3892 -0.6292 1.7246  0.089
H: 0.0827 -2.7378 -2.3293  0.087
N: 1.3187 -0.6866 0.6993  0.062
O: -0.7898 4.7606 -1.3315  -0.069
H: 0.7358 -3.9117 -1.1691  0.064
H: -0.2525 5.2422 -1.9630  0.025
C: 0.5462 -2.8587 -1.3146  -0.103
H: -1.5081 0.4541 0.7248  0.159
H: 1.5068 -2.2916 -1.3574  0.062
H: -0.4265 3.8608 -1.4063  0.014
H: -1.3692 -2.6299 -0.4490  0.110
H: 1.1291 1.1251 -0.5801  -0.019

Below is a 2-piece molecular cluster, C5H13NO2 overall, with properties calculated with ωB97M-V/def2-TZVPD.

Properties
Total charge   0
HOMO energy   -0.334 hartree
LUMO   0.839 eV
HOMO-LUMO gap   9.9 eV
SMILES string   CCN(C)C(C)=O.O
Energy above the lowest of the compared OMol25 structures with the same formula, charge and spin   119.8 kJ/mol

Each line ends with the Löwdin charge.
Cartesian coordinates (Å):
H: 0.1792 1.9378 1.3463  0.070
C: 1.0664 1.5353 0.8452  -0.046
H: -1.0288 -1.2529 1.6223  0.041
C: -0.5661 0.7941 -0.8253  -0.211
O: -1.1235 -1.9477 0.9589  -0.048
C: -1.7656 1.0831 0.0909  -0.088
N: 0.7362 0.5722 -0.1949  -0.110
H: -1.5636 0.9496 1.1488  0.059
H: -2.6627 0.5672 -0.2381  0.075
H: 1.3384 2.4560 0.3083  0.095
O: 1.6477 -1.0935 1.0386  0.035
H: 1.7443 1.1997 1.6115  0.087
C: 1.1783 -0.7249 -0.0268  -0.533
H: -0.8804 -0.0371 -1.4271  0.099
H: 1.4316 -1.0907 -2.1293  0.088
H: -0.4258 1.6181 -1.5276  0.115
H: 0.1496 -2.0563 -1.3292  0.079
H: 1.8223 -2.4754 -1.1837  0.087
C: 1.1467 -1.6213 -1.2209  -0.010
H: -2.0371 2.1426 0.0572  0.072
H: -0.3870 -2.5561 1.0749  0.042

Below is a 2-piece molecular cluster, C5H13NO2 overall, with properties calculated with ωB97M-V/def2-TZVPD.

Properties
Total charge   0
HOMO energy   -0.335 hartree
LUMO   0.765 eV
HOMO-LUMO gap   9.9 eV
Energy above the lowest of the compared OMol25 structures with the same formula, charge and spin   352.9 kJ/mol

Each line ends with the Löwdin charge.
Cartesian coordinates (Å):
H: 1.8728 -0.9083 -0.7086  0.003
H: -0.3500 2.0998 0.9894  0.110
H: -1.5763 1.6826 -0.1651  0.105
N: -0.8103 -0.5660 -1.1425  -0.013
H: 0.1467 0.6742 -2.5794  0.083
C: -0.7915 0.1239 -2.4447  -0.096
C: 0.5007 -0.1001 2.3199  -0.040
H: 0.0820 -0.5535 3.2277  0.087
H: 1.4507 -0.5633 2.0220  0.096
H: -1.8857 1.3417 1.3812  0.120
O: 1.1050 0.5362 -0.3288  -0.039
H: 0.6695 0.9465 2.5624  0.085
C: -0.0745 0.1720 -0.1359  -0.698
O: 2.1563 -1.8680 -0.7821  -0.097
H: -1.6614 0.7662 -2.5012  0.067
H: -1.2273 -0.9844 1.3026  0.148
H: 3.0378 -1.8926 -0.4021  0.025
C: -1.0408 1.3246 0.6858  0.021
H: -0.8528 -0.5742 -3.2699  0.077
C: -0.4584 -0.2242 1.1915  -0.153
H: -0.2924 -1.4335 -1.2223  0.108

Below is a single C5H13NO2 molecule, with properties calculated with ωB97M-V/def2-TZVPD.

Properties
Total charge   0
HOMO energy   -0.297 hartree
LUMO   0.838 eV
HOMO-LUMO gap   8.9 eV
SMILES string   C[C@H](CO)[C@H](N)CO
Energy above the lowest of the compared OMol25 structures with the same formula, charge and spin   310.1 kJ/mol

Each line ends with the Löwdin charge.
Cartesian coordinates (Å):
H: -1.0590 1.8589 -0.3965  0.074
H: 1.5641 -0.8456 0.0907  0.135
H: -2.0128 0.6615 -1.2373  0.075
O: 0.1475 -1.9096 1.8736  -0.100
H: 1.9699 0.8666 1.4927  0.084
H: 0.7830 1.8840 0.8546  0.073
H: 0.6318 1.1783 -2.3025  0.097
H: -1.7783 -1.1490 1.7873  0.092
H: -0.2398 -0.7345 -2.8986  0.086
H: -0.5574 -0.0394 2.4600  0.093
C: -1.4947 0.8606 -0.2972  -0.074
O: 0.6673 -0.8797 -2.5861  -0.089
C: 0.9460 0.0412 -0.0534  -0.336
C: 1.0705 0.2706 -1.8741  -0.174
H: -2.2551 0.9487 0.4853  0.075
H: -0.0106 -2.3042 2.7423  0.086
C: -0.4928 -0.2394 -0.0047  -0.285
C: -0.7404 -0.8100 1.7047  -0.177
H: -0.7337 -1.1897 -0.4802  0.122
H: 2.1461 0.3865 -2.0293  0.089
N: 1.4483 1.1444 0.6687  0.056

Below is a 3-piece molecular cluster, C5H13NO2 overall, with properties calculated with ωB97M-V/def2-TZVPD.

Properties
Total charge   0
HOMO energy   -0.295 hartree
LUMO   0.726 eV
HOMO-LUMO gap   8.7 eV
SMILES string   C=C/C(N)=C/C.O.O
Energy above the lowest of the compared OMol25 structures with the same formula, charge and spin   230.1 kJ/mol

Each line ends with the Löwdin charge.
Cartesian coordinates (Å):
H: 2.7595 -1.4156 -1.0846  0.070
H: 1.7939 0.8845 -0.5396  0.102
C: -0.4786 2.7692 -0.1991  0.036
C: 1.1899 0.0390 -0.8577  -0.149
H: -1.0142 -2.7821 0.6304  0.014
H: -1.7515 -2.0619 1.7397  0.036
H: -0.6754 3.4649 0.5834  0.051
O: -1.8845 -2.6303 0.9746  -0.051
H: 1.1896 -2.0442 -1.5431  0.065
H: -1.1681 1.2633 0.9756  0.107
H: 1.0280 0.6932 1.8671  -0.018
C: 1.7988 -1.1394 -1.5167  -0.107
C: -0.6256 1.4690 0.0532  -0.162
H: 2.0114 -0.8967 -2.5646  0.078
H: -0.8618 -1.1840 -1.9006  0.077
H: -0.2222 3.0723 -1.1838  0.059
H: 1.8247 0.9878 3.0269  0.034
O: 1.1396 0.3731 2.7607  -0.053
C: -0.1116 0.3412 -0.7464  -0.394
H: -2.0719 -0.2593 -1.1385  0.088
N: -1.1168 -0.3439 -1.4189  0.118

Below is a 2-piece molecular cluster, C5H13NO2 overall, with properties calculated with ωB97M-V/def2-TZVPD.

Properties
Total charge   0
HOMO energy   -0.332 hartree
LUMO   0.724 eV
HOMO-LUMO gap   9.8 eV
SMILES string   CCCNCC=O.O
Energy above the lowest of the compared OMol25 structures with the same formula, charge and spin   366.8 kJ/mol

Each line ends with the Löwdin charge.
Cartesian coordinates (Å):
N: 1.2043 -1.3728 -0.2770  -0.130
H: -2.4755 0.9091 0.5357  0.003
H: -1.5282 3.0174 0.1781  -0.004
C: -0.1841 -1.4412 0.3378  -0.213
H: -0.4936 0.5285 -0.5320  0.085
O: 3.1152 1.2609 -1.3630  0.043
H: -0.1699 -1.1663 1.3420  0.066
C: -1.0710 -0.4019 -0.4051  -0.275
C: 2.5611 0.1881 -1.2825  -0.251
C: -2.3539 -0.0945 0.3214  -0.119
H: -3.1737 -0.4088 -0.3344  0.083
O: -0.8209 3.0239 0.7691  -0.023
H: 1.8380 -2.2203 -0.1413  0.131
H: -0.4867 -2.5941 0.1291  0.161
H: 1.7063 0.5822 0.6315  0.100
H: 2.8654 -0.6421 0.8410  0.159
H: 2.1487 -0.3015 -2.1269  0.104
H: -1.3222 2.5762 1.4528  0.030
C: 2.0656 -0.2279 0.0602  -0.206
H: -2.1551 -0.4381 1.3980  0.105
H: -1.2697 -0.7767 -1.5343  0.150